# 1
Molecular formula: C24H29Cl4GeN7O2PdSTe
Method: DFT, wB97M-V/def2-TZVPD

Its total charge is -1. As for the spin multiplicity: 2. Its LUMO energy (spin up / spin down) is 2.08 / 2.08 eV. For the energy above the lowest of the compared OMol25 structures with the same formula, charge and spin, the calculation gives 16.4 kcal per mole. As for the gap between HOMO and LUMO (spin up / spin down): 7.161 / 7.031 eV. The value obtained for the electronic energy is -168103.8020 eV.

Last column: Löwdin charge in e.
Element x y z (Å)
Pd (1.732, -0.874, -0.160)  0.453
C (1.427, 6.153, -1.017)  -0.081
C (1.691, 5.713, 0.420)  -0.410
C (0.394, 5.310, 1.115)  -0.073
C (2.737, 4.597, 0.499)  -0.115
N (2.207, 3.293, 0.137)  -0.105
C (1.869, 2.279, 0.920)  -0.225
N (1.365, 1.320, 0.183)  -0.053
N (1.427, 1.780, -1.098)  -0.052
N (1.921, 2.950, -1.141)  0.085
H (0.623, 6.891, -1.048)  0.075
H (1.134, 5.305, -1.636)  0.061
H (2.315, 6.602, -1.465)  0.077
H (2.129, 6.556, 0.965)  0.131
H (-0.133, 4.539, 0.547)  0.075
H (-0.278, 6.165, 1.200)  0.078
H (0.571, 4.923, 2.122)  0.079
H (3.116, 4.490, 1.515)  0.124
H (3.586, 4.792, -0.155)  0.131
H (2.009, 2.255, 1.986)  0.119
C (-2.403, -5.347, 1.283)  -0.104
C (-2.979, -3.987, 0.890)  -0.245
C (-2.021, -3.169, 0.085)  -0.616
N (-1.546, -2.040, 0.468)  0.037
N (-0.656, -1.494, -0.431)  -0.100
C (-0.501, -2.237, -1.498)  -0.814
N (0.260, -1.868, -2.568)  0.067
S (-1.429, -3.686, -1.464)  1.091
H (-3.130, -5.921, 1.859)  0.069
H (-1.504, -5.221, 1.886)  0.069
H (-2.130, -5.936, 0.405)  0.064
H (-3.210, -3.396, 1.777)  0.111
H (-3.908, -4.120, 0.330)  0.105
H (0.981, -1.188, -2.321)  0.050
H (0.643, -2.637, -3.095)  0.095
C (-2.343, 1.441, -0.113)  -0.447
Te (-1.827, 0.838, -2.082)  1.275
C (-2.568, 2.771, -2.620)  -0.465
C (-3.493, 3.181, -1.499)  -0.297
C (-4.444, 4.185, -1.653)  -0.054
C (-5.278, 4.540, -0.603)  -0.103
C (-5.162, 3.892, 0.619)  -0.101
C (-4.212, 2.895, 0.783)  -0.048
C (-3.375, 2.529, -0.267)  -0.291
H (-1.441, 1.800, 0.388)  0.039
H (-2.714, 0.586, 0.448)  0.044
H (-3.068, 2.757, -3.587)  0.045
H (-1.723, 3.459, -2.685)  0.046
H (-4.534, 4.689, -2.609)  0.108
H (-6.021, 5.316, -0.740)  0.094
H (-5.816, 4.157, 1.441)  0.095
H (-4.123, 2.381, 1.733)  0.112
Cl (4.028, -0.409, -1.279)  -0.107
Ge (4.337, -0.774, 1.081)  0.077
Cl (4.812, 1.501, 1.553)  -0.173
Cl (6.540, -1.368, 0.856)  -0.196
Cl (3.088, -9.483, 0.792)  0.614
C (2.778, -7.760, 0.736)  -0.671
C (3.437, -6.985, -0.202)  -0.107
C (3.173, -5.624, -0.252)  -0.011
C (2.277, -5.045, 0.638)  -0.130
C (1.646, -5.841, 1.585)  -0.024
C (1.881, -7.207, 1.635)  -0.110
C (1.969, -3.567, 0.581)  -0.674
O (1.579, -2.992, 1.603)  -0.044
O (2.127, -3.020, -0.564)  -0.178
H (4.140, -7.444, -0.884)  0.100
H (3.662, -4.991, -0.981)  0.120
H (0.975, -5.366, 2.290)  0.108
H (1.386, -7.837, 2.361)  0.098

=====

# 2
Molecular formula: C11H14AgO5
Method: DFT, wB97M-V/def2-TZVPD

Its total charge is +1. As for the spin multiplicity: 1. Its LUMO energy is -6.83 eV. As for the gap between HOMO and LUMO: 6.434 eV. The value obtained for the electronic energy is -25859.2182 eV.

Last column: Löwdin charge in e.
Element x y z (Å)
C (2.972, 0.228, 0.762)  -0.075
C (1.894, 0.871, -0.181)  -0.231
C (1.225, -0.156, -1.160)  -0.266
C (0.395, 0.655, -2.194)  -0.035
C (0.567, -1.236, -0.292)  -0.029
C (-0.292, -1.087, 0.781)  -0.043
C (-1.007, 0.135, 1.368)  -0.051
C (-1.972, 0.657, 0.238)  -0.180
O (-3.341, 0.419, 0.583)  -0.047
C (-4.182, 1.032, -0.332)  -0.356
O (-4.833, 0.434, -1.074)  0.174
C (-0.178, -2.448, 1.446)  -0.376
O (0.098, -2.503, 2.597)  0.186
O (0.268, -3.503, 0.640)  0.162
C (0.573, -2.746, -0.497)  -0.365
O (0.281, -3.170, -1.565)  0.206
H (3.125, 0.890, 1.654)  0.055
H (3.967, 0.135, 0.295)  0.095
H (2.706, -0.761, 1.175)  0.089
H (1.170, 1.408, 0.469)  0.017
H (2.454, 1.632, -0.761)  0.129
H (2.103, -0.639, -1.645)  0.165
H (-0.107, 1.496, -1.689)  0.073
H (1.153, 1.114, -2.867)  0.100
H (-0.259, -0.008, -2.781)  0.101
H (-0.379, 0.938, 1.807)  0.057
H (-1.721, -0.270, 2.118)  0.145
H (-1.868, 1.760, 0.110)  0.124
H (-1.763, 0.187, -0.738)  0.120
H (-4.287, 2.145, -0.358)  0.161
Ag (1.237, 2.394, 2.091)  0.894

=====

# 3
Molecular formula: C3H9Cl3NSi
Method: DFT, wB97M-V/def2-TZVPD

Its total charge is +1. As for the spin multiplicity: 1. Its LUMO energy is -4.89 eV. For the energy above the lowest of the compared OMol25 structures with the same formula, charge and spin, the calculation gives 62.7 kcal per mole. As for the gap between HOMO and LUMO: 9.580 eV. The value obtained for the electronic energy is -50186.3565 eV.

Last column: Löwdin charge in e.
Element x y z (Å)
C (-0.930, -1.043, -0.284)  -0.107
C (-1.019, 1.090, 0.936)  -0.116
C (3.195, 0.201, -1.362)  -0.655
N (-0.322, -0.192, 0.714)  -0.221
Si (2.186, -0.195, 0.371)  -0.169
Cl (2.328, 1.277, 1.588)  0.517
Cl (2.384, -2.031, 0.992)  0.490
Cl (4.898, -0.044, -0.923)  0.580
H (-1.960, -1.082, -0.174)  0.066
H (-0.850, -0.685, -1.397)  0.141
H (-0.413, -1.967, -0.141)  0.063
H (-2.073, 1.067, 0.952)  0.061
H (-0.930, 1.571, 2.042)  0.144
H (-0.784, 1.858, 0.170)  0.098
H (2.841, -0.395, -2.094)  -0.015
H (2.992, 1.241, -1.578)  0.035
H (-0.301, -0.695, 1.563)  0.087

=====

# 4
Molecular formula: C19H19CuN4O2
Method: DFT, wB97M-V/def2-TZVPD

Its total charge is +1. As for the spin multiplicity: 2. Its LUMO energy (spin up / spin down) is -2.73 / -3.65 eV. As for the gap between HOMO and LUMO (spin up / spin down): 9.050 / 8.102 eV. The value obtained for the electronic energy is -74701.6234 eV.

Last column: Löwdin charge in e.
Element x y z (Å)
Cu (0.017, -0.584, -0.419)  0.607
C (-0.368, 2.245, 0.665)  -0.090
N (0.400, 1.126, 1.209)  -0.162
C (-0.134, 0.594, 2.464)  -0.096
C (-0.949, -0.680, 2.338)  -0.228
C (-1.367, -1.338, 3.488)  -0.001
C (-2.118, -2.493, 3.368)  -0.023
C (-2.437, -2.964, 2.101)  -0.024
C (-1.976, -2.263, 1.008)  -0.087
N (-1.255, -1.141, 1.128)  0.051
C (1.851, 1.330, 1.187)  -0.094
C (2.593, 0.637, 0.061)  -0.237
C (3.978, 0.552, 0.107)  -0.001
C (4.654, -0.059, -0.933)  -0.019
C (3.928, -0.560, -2.005)  -0.020
C (2.555, -0.449, -1.975)  -0.090
N (1.902, 0.138, -0.964)  0.050
C (-1.072, 2.022, -0.659)  -0.215
C (-1.778, 3.076, -1.226)  0.002
C (-2.464, 2.876, -2.409)  -0.021
C (-2.425, 1.622, -3.007)  -0.028
C (-1.694, 0.628, -2.394)  -0.078
N (-1.033, 0.828, -1.244)  0.022
H (0.277, 3.120, 0.545)  0.136
H (-1.148, 2.533, 1.375)  0.137
H (-0.771, 1.340, 2.951)  0.135
H (0.677, 0.389, 3.163)  0.131
H (-1.098, -0.951, 4.462)  0.127
H (-2.444, -3.030, 4.249)  0.122
H (-3.014, -3.866, 1.961)  0.119
H (-2.166, -2.604, -0.001)  0.126
H (2.290, 0.991, 2.125)  0.129
H (2.082, 2.398, 1.109)  0.136
H (4.512, 0.950, 0.961)  0.127
H (5.730, -0.159, -0.905)  0.122
H (4.412, -1.049, -2.838)  0.119
H (1.942, -0.859, -2.767)  0.126
H (-1.787, 4.041, -0.736)  0.129
H (-3.023, 3.683, -2.863)  0.123
H (-2.947, 1.421, -3.930)  0.119
H (-1.621, -0.361, -2.828)  0.128
O (2.285, -3.710, 0.435)  0.049
C (1.638, -2.694, 0.459)  -0.522
O (0.747, -2.299, -0.400)  -0.161
H (1.756, -1.996, 1.337)  0.128

=====

# 5
Molecular formula: C24H39F3O24
Method: DFT, wB97M-V/def2-TZVPD

As for the spin multiplicity: 1. Its LUMO energy is 0.16 eV. The SMILES is O=C1OC[C@@H](F)O1.O=C1OC[C@@H](F)O1.O=C1OC[C@@H](F)O1.COC(=O)OC.COC(=O)OC.COC(=O)OC.COC(=O)OC.COC(=O)OC. For the energy above the lowest of the compared OMol25 structures with the same formula, charge and spin, the calculation gives 0.0 kcal per mole. As for the gap between HOMO and LUMO: 10.758 eV. The value obtained for the electronic energy is -82813.6235 eV.

Last column: Löwdin charge in e.
Element x y z (Å)
O (-4.120, -3.739, -2.715)  0.195
C (-3.024, -4.039, -3.027)  -0.543
O (-2.669, -4.586, -4.210)  0.085
C (-1.251, -4.711, -4.283)  -0.044
C (-0.823, -4.454, -2.827)  -0.301
F (0.273, -3.667, -2.666)  0.071
O (-1.927, -3.827, -2.244)  0.118
H (-0.938, -5.713, -4.563)  0.137
H (-0.873, -3.948, -4.957)  0.102
H (-0.630, -5.404, -2.323)  0.169
O (5.091, 0.864, -2.599)  0.194
C (4.435, -0.085, -2.834)  -0.546
O (4.835, -1.161, -3.556)  0.079
C (3.667, -1.896, -3.926)  -0.043
C (2.665, -1.504, -2.837)  -0.299
F (2.745, -2.391, -1.799)  0.063
O (3.155, -0.265, -2.408)  0.135
H (3.309, -1.614, -4.917)  0.124
H (3.934, -2.948, -3.909)  0.143
H (1.641, -1.418, -3.182)  0.133
O (-1.352, 5.021, 4.457)  0.191
C (-0.971, 4.154, 3.753)  -0.535
O (-1.138, 4.105, 2.407)  0.087
C (-0.756, 2.818, 1.958)  -0.064
C (0.184, 2.354, 3.059)  -0.302
F (1.472, 2.773, 2.848)  0.061
O (-0.317, 3.033, 4.171)  0.128
H (-1.588, 2.113, 1.896)  0.144
H (-0.253, 2.873, 0.996)  0.123
H (0.212, 1.277, 3.205)  0.164
C (-0.722, -1.219, -0.397)  -0.035
O (0.151, -1.449, 0.719)  0.026
C (1.059, -0.494, 0.890)  -0.612
O (1.058, 0.583, 0.339)  0.113
O (1.953, -0.910, 1.782)  0.012
C (2.954, 0.018, 2.179)  -0.030
H (-1.307, -0.316, -0.236)  0.092
H (-1.403, -2.065, -0.400)  0.077
H (-0.187, -1.170, -1.341)  0.078
H (3.372, 0.531, 1.318)  0.094
H (3.719, -0.571, 2.683)  0.098
H (2.583, 0.711, 2.932)  0.073
C (-3.489, -4.033, 2.231)  -0.035
O (-4.763, -3.898, 1.600)  0.006
C (-4.816, -2.993, 0.619)  -0.616
O (-3.857, -2.460, 0.129)  0.112
O (-6.084, -2.852, 0.249)  0.017
C (-6.331, -1.747, -0.608)  -0.041
H (-2.754, -4.356, 1.494)  0.093
H (-3.589, -4.787, 3.004)  0.093
H (-3.172, -3.095, 2.685)  0.098
H (-6.226, -0.806, -0.068)  0.099
H (-7.341, -1.840, -0.996)  0.095
H (-5.652, -1.755, -1.461)  0.085
C (-0.634, 2.091, 7.718)  -0.015
O (-0.253, 0.894, 7.022)  0.004
C (1.002, 0.818, 6.602)  -0.630
O (1.792, 1.723, 6.559)  0.119
O (1.248, -0.426, 6.198)  0.003
C (2.586, -0.723, 5.824)  -0.040
H (-1.469, 2.546, 7.188)  0.093
H (0.195, 2.791, 7.736)  0.093
H (-0.967, 1.763, 8.699)  0.094
H (3.004, 0.103, 5.246)  0.081
H (2.533, -1.595, 5.178)  0.095
H (3.210, -0.909, 6.695)  0.101
C (-1.711, 0.240, -3.048)  -0.026
O (-0.527, -0.081, -3.767)  0.007
C (-0.617, -0.953, -4.749)  -0.626
O (-1.547, -1.686, -4.961)  0.139
O (0.508, -0.873, -5.446)  -0.004
C (0.676, -1.704, -6.595)  -0.013
H (-1.395, 0.948, -2.291)  0.099
H (-2.199, -0.634, -2.623)  0.094
H (-2.421, 0.755, -3.699)  0.109
H (0.136, -1.282, -7.441)  0.105
H (0.242, -2.683, -6.392)  0.082
H (1.736, -1.778, -6.800)  0.088
C (2.775, 3.456, -0.098)  -0.025
O (2.891, 4.848, 0.215)  0.014
C (2.251, 5.678, -0.591)  -0.620
O (1.715, 5.387, -1.626)  0.123
O (2.316, 6.908, -0.061)  -0.002
C (1.327, 7.827, -0.513)  -0.043
H (3.359, 2.914, 0.631)  0.087
H (3.159, 3.258, -1.102)  0.101
H (1.720, 3.191, -0.134)  0.075
H (1.114, 7.653, -1.569)  0.089
H (1.719, 8.819, -0.331)  0.092
H (0.381, 7.675, 0.013)  0.098

=====

> Which value of electronic energy does entry 3 give?

-50186.3565 eV

=====

> Which formula does entry 2 have?

C11H14AgO5